(1)
An isolated ion of composition C5H12N3 and charge +1 in a non-equilibrium geometry, computed with ωB97M-V with the def2-TZVPD basis set.

Its largest force on an atom is 4.5 eV/A. As for the energy above the lowest of the compared OMol25 structures with the same formula, charge and spin: 63.12 kcal per mole. The SMILES is CN1C=C[N@H+](C)[C@H]1N. As for the LUMO energy: -2.6173 eV. As for the net charge: +1.

CARTESIAN COORDINATES (ANGSTROEM)
C 1.96 -0.76 -1.15
N 1.03 0.26 -0.59
C 1.40 0.70 0.65
C 0.34 0.87 1.44
N -0.89 0.43 0.88
C -1.39 -0.76 1.57
C -0.34 0.09 -0.73
N -0.85 0.94 -1.64
H 1.76 -0.81 -2.18
H 3.09 -0.78 -0.84
H 1.72 -1.70 -0.82
H 2.40 1.03 1.02
H 0.39 1.46 2.34
H -1.48 1.18 0.83
H -0.62 -1.11 2.24
H -2.28 -0.59 2.13
H -1.49 -1.56 0.77
H -0.64 -0.94 -0.84
H -1.75 0.79 -2.19
H -0.22 1.66 -1.94

Here are the Mulliken charges for atoms 1 to 4, given in e:
1 C -1.070
2 N -0.044
3 C -0.211
4 C -0.724

(2)
A 2-piece molecular cluster, C3H10N2O2 overall in a non-equilibrium geometry, computed with ωB97M-V with the def2-TZVPD basis set.

Its largest force on an atom is 1.7 eV/A. As for the energy above the lowest of the compared OMol25 structures with the same formula, charge and spin: 28.79 kcal per mole. The SMILES is NCCN.O=CO. As for the LUMO energy: 0.5110 eV. As for the net charge: 0.

CARTESIAN COORDINATES (ANGSTROEM)
N -0.88 0.28 -2.91
C -0.81 0.38 -1.46
C 0.39 1.23 -1.09
N 0.41 1.64 0.33
H -0.16 -0.33 -3.28
H -1.76 -0.14 -3.20
H -0.72 -0.58 -0.95
H -1.73 0.85 -1.10
H 0.40 2.12 -1.73
H 1.27 0.62 -1.29
H 1.30 2.07 0.57
H -0.28 2.36 0.50
O 0.64 -2.28 2.32
C 0.63 -1.20 1.79
O -0.36 -0.41 1.53
H 1.60 -0.81 1.39
H -0.01 0.51 1.03

Here are the Mulliken charges for atoms 1 to 4, given in e:
1 N -0.625
2 C -0.409
3 C -0.674
4 N -0.486

(3)
An isolated ion of composition C4H5N2 and charge +1 in a non-equilibrium geometry, computed with ωB97M-V with the def2-TZVPD basis set.

Its largest force on an atom is 3.5 eV/A. As for the energy above the lowest of the compared OMol25 structures with the same formula, charge and spin: 69.37 kcal per mole. As for the LUMO energy (alpha / beta): -4.6188 / -4.6179 eV. As for the net charge: +1.

CARTESIAN COORDINATES (ANGSTROEM)
C -0.05 1.37 -0.04
C -1.44 1.01 -0.15
C 0.72 0.34 0.10
C -1.85 -1.39 0.04
N -1.74 -0.26 -0.12
N 1.62 -0.51 -0.23
H 0.41 2.38 -0.23
H -2.21 1.66 0.23
H -2.29 -2.40 -0.17
H 2.01 -0.58 -1.18
H 1.93 -1.13 0.59

Here are the Mulliken charges for atoms 1 to 4, given in e:
1 C -0.033
2 C -0.372
3 C 0.025
4 C 0.000

(4)
A 2-piece molecular cluster, C2H8NO overall in a non-equilibrium geometry, computed with ωB97M-V with the def2-TZVPD basis set.

Its largest force on an atom is 1.4 eV/A. As for the energy above the lowest of the compared OMol25 structures with the same formula, charge and spin: 12.85 kcal per mole. As for the LUMO energy: -4.7550 eV. As for the net charge: +1.

CARTESIAN COORDINATES (ANGSTROEM)
O 0.60 -1.86 1.83
H 1.43 -2.13 2.25
H 0.03 -1.90 2.61
H -0.34 2.31 -1.49
C -0.79 1.64 -0.74
C -0.26 0.34 -1.15
N 0.46 -0.41 -0.38
H -1.86 1.75 -0.84
H -0.47 1.93 0.26
H -0.32 -0.06 -2.15
H 0.44 -0.56 0.66
H 1.08 -1.04 -0.87

Here are the Mulliken charges for atoms 1 to 4, given in e:
1 O -0.705
2 H 0.338
3 H 0.338
4 H 0.292

Which of these has the lowest energy above the lowest of the compared OMol25 structures with the same formula, charge and spin? C2H8NO